Entry 1:
{"formula": "C32H35N4O2SSiZn", "method": "ωB97M-V with the def2-TZVPD basis set", "lumo_energy_ev": 2.5, "total_charge": -1, "gap_ev": 7.84, "elements": ["Zn", "O", "C", "N", "C", "C", "C", "C", "C", "C", "N", "C", "C", "C", "C", "C", "N", "H", "H", "H", "H", "H", "H", "H", "H", "H", "H", "C", "C", "C", "C", "C", "C", "C", "C", "S", "C", "N", "C", "C", "C", "C", "C", "C", "C", "C", "H", "H", "H", "H", "H", "H", "H", "H", "H", "H", "H", "H", "H", "H", "H", "H", "C", "Si", "C", "C", "O", "H", "H", "H", "H", "H", "H", "H", "H", "H"], "xyz": [[-0.273, -0.331, 0.176], [1.599, -3.775, -1.451], [1.256, -2.879, -0.659], [0.145, -2.150, -0.678], [-0.567, -2.191, -1.934], [-0.173, -0.968, -2.742], [-0.262, -0.936, -4.131], [0.203, 0.171, -4.813], [0.749, 1.227, -4.094], [0.762, 1.133, -2.714], [0.302, 0.073, -2.055], [2.238, -2.562, 0.448], [2.722, -3.584, 1.261], [3.654, -3.278, 2.233], [4.099, -1.966, 2.343], [3.581, -1.026, 1.469], [2.668, -1.306, 0.541], [-0.321, -3.085, -2.512], [-1.646, -2.157, -1.760], [-0.668, -1.791, -4.657], [0.160, 0.207, -5.895], [1.151, 2.100, -4.588], [1.155, 1.935, -2.098], [2.361, -4.593, 1.108], [4.034, -4.047, 2.895], [4.825, -1.676, 3.091], [3.898, 0.010, 1.526], [-1.955, 3.993, -4.174], [-2.590, 5.011, -3.229], [-4.116, 4.865, -3.314], [-2.182, 6.412, -3.703], [-2.159, 4.797, -1.777], [-2.583, 5.713, -0.797], [-2.301, 5.536, 0.541], [-1.571, 4.414, 0.920], [-1.143, 3.860, 2.499], [-0.393, 2.440, 1.771], [-0.434, 2.406, 0.482], [-1.118, 3.496, -0.031], [-1.421, 3.695, -1.382], [0.114, 1.359, 2.637], [0.453, 1.653, 3.962], [0.821, 0.638, 4.826], [0.831, -0.672, 4.358], [0.511, -0.942, 3.036], [0.156, 0.055, 2.119], [-2.268, 4.204, -5.199], [-2.256, 2.971, -3.940], [-0.865, 4.043, -4.135], [-4.450, 4.968, -4.351], [-4.622, 5.626, -2.717], [-4.428, 3.886, -2.946], [-2.531, 6.576, -4.726], [-1.095, 6.521, -3.691], [-2.605, 7.197, -3.077], [-3.175, 6.573, -1.089], [-2.660, 6.242, 1.278], [-1.109, 2.940, -2.088], [0.436, 2.678, 4.319], [1.090, 0.862, 5.851], [1.101, -1.482, 5.028], [0.547, -1.975, 2.700], [-4.764, -1.330, -0.412], [-3.653, 0.168, -0.711], [-4.453, 1.592, 0.238], [-3.821, 0.588, -2.551], [-2.147, -0.104, -0.307], [-5.800, -1.125, -0.701], [-4.754, -1.608, 0.645], [-4.416, -2.194, -0.985], [-5.511, 1.699, -0.020], [-3.955, 2.543, 0.030], [-4.383, 1.413, 1.315], [-4.825, 0.945, -2.804], [-3.607, -0.285, -3.174], [-3.103, 1.368, -2.824]]}

Entry 2:
{"formula": "C54H44N3OP3PtS2", "method": "ωB97M-V with the def2-TZVPD basis set", "lumo_energy_ev": [-0.1, -0.1], "total_charge": 0, "gap_ev": [6.13, 6.11], "elements": ["Pt", "S", "P", "C", "P", "S", "C", "C", "C", "C", "C", "C", "C", "C", "C", "C", "C", "C", "C", "C", "C", "C", "C", "C", "C", "C", "C", "C", "C", "C", "H", "H", "H", "H", "H", "H", "H", "H", "H", "H", "H", "H", "H", "H", "H", "H", "H", "H", "H", "H", "C", "C", "N", "C", "C", "C", "C", "C", "C", "C", "C", "N", "C", "N", "H", "H", "H", "H", "H", "H", "H", "H", "H", "O", "P", "C", "C", "C", "C", "C", "C", "C", "C", "C", "C", "C", "C", "C", "C", "C", "C", "C", "C", "H", "H", "H", "H", "H", "H", "H", "H", "H", "H", "H", "H", "H", "H", "H"], "xyz": [[-0.349, 0.054, -1.026], [1.289, 1.205, -2.963], [1.282, 2.371, -1.341], [-0.094, 1.855, -0.432], [-0.861, 2.394, 1.056], [-2.353, 1.211, 1.598], [-1.426, 4.118, 0.869], [-1.727, 4.605, -0.403], [-2.200, 5.903, -0.564], [-2.387, 6.718, 0.545], [-2.116, 6.231, 1.819], [-1.643, 4.936, 1.981], [0.395, 2.493, 2.370], [0.587, 1.374, 3.178], [1.599, 1.366, 4.131], [2.431, 2.471, 4.277], [2.240, 3.590, 3.479], [1.221, 3.602, 2.532], [1.208, 4.132, -1.788], [0.614, 4.484, -2.999], [0.433, 5.820, -3.330], [0.840, 6.818, -2.451], [1.437, 6.476, -1.245], [1.626, 5.138, -0.919], [2.835, 2.209, -0.400], [3.958, 2.962, -0.748], [5.152, 2.804, -0.057], [5.237, 1.894, 0.989], [4.128, 1.129, 1.331], [2.933, 1.284, 0.638], [-1.580, 3.962, -1.261], [-2.422, 6.277, -1.558], [-2.750, 7.732, 0.420], [-2.282, 6.860, 2.688], [-1.439, 4.554, 2.975], [-0.072, 0.522, 3.055], [1.737, 0.495, 4.763], [3.225, 2.462, 5.016], [2.880, 4.459, 3.596], [1.057, 4.489, 1.932], [0.297, 3.698, -3.675], [-0.024, 6.085, -4.277], [0.696, 7.861, -2.708], [1.758, 7.250, -0.558], [2.107, 4.877, 0.016], [3.903, 3.667, -1.568], [6.018, 3.396, -0.334], [6.165, 1.784, 1.538], [4.190, 0.414, 2.145], [2.067, 0.694, 0.903], [-4.006, 0.278, -3.529], [-2.708, 0.291, -3.062], [-2.391, -0.151, -1.843], [-3.351, -0.627, -1.054], [-4.676, -0.717, -1.456], [-5.003, -0.235, -2.713], [-5.707, -1.246, -0.528], [-5.686, -2.374, 0.173], [-4.676, -3.465, 0.140], [-4.633, -4.383, 1.178], [-3.687, -5.389, 1.106], [-2.837, -5.501, 0.086], [-2.959, -4.569, -0.862], [-3.831, -3.563, -0.892], [-4.231, 0.667, -4.514], [-1.886, 0.659, -3.665], [-3.062, -0.913, -0.051], [-6.033, -0.268, -3.056], [-6.563, -0.590, -0.374], [-6.507, -2.548, 0.862], [-5.312, -4.309, 2.019], [-3.602, -6.133, 1.892], [-2.271, -4.638, -1.700], [-0.314, -2.157, -1.483], [0.608, -3.028, -0.639], [0.426, -2.725, 1.117], [1.499, -2.720, 2.004], [1.270, -2.532, 3.361], [-0.022, -2.323, 3.828], [-1.096, -2.318, 2.942], [-0.874, -2.534, 1.592], [2.362, -2.935, -1.044], [3.242, -3.937, -0.621], [4.586, -3.862, -0.945], [5.060, -2.799, -1.710], [4.190, -1.814, -2.151], [2.841, -1.883, -1.823], [0.185, -4.754, -0.888], [0.226, -5.687, 0.148], [-0.048, -7.025, -0.113], [-0.367, -7.429, -1.402], [-0.416, -6.501, -2.437], [-0.139, -5.165, -2.184], [2.511, -2.855, 1.637], [2.102, -2.542, 4.055], [-0.192, -2.150, 4.884], [-2.100, -2.131, 3.305], [-1.704, -2.557, 0.889], [2.876, -4.778, -0.042], [5.267, -4.635, -0.609], [6.112, -2.747, -1.966], [4.546, -0.983, -2.750], [2.170, -1.115, -2.174], [0.454, -5.366, 1.159], [-0.019, -7.750, 0.692], [-0.585, -8.472, -1.602], [-0.673, -6.820, -3.441], [-0.183, -4.431, -2.982]]}

Let's list energy relative to the best compared isomer or geometry (same formula, charge and spin) in order: 10.2, 116.3 kJ/mol.
Let's list largest force on an atom in order: 0.321, 1.100 eV/A.